Computed, not measured: a 8-piece molecular cluster, C19H54O8 overall in a non-equilibrium geometry, with ωB97M-V/def2-TZVPD.

Geometry (Å):
C  -4.97244  1.28408  -1.52559
H  1.66047  2.91552  1.46799
H  0.48239  2.02965  -4.23536
H  -1.32286  -4.62841  -0.56033
H  -3.83998  2.82644  -0.21643
H  0.63652  4.03097  -0.21967
O  4.47653  -4.38883  2.38769
H  -0.38925  4.85750  -1.98858
H  -3.54872  -0.55316  0.11835
H  -5.25384  2.28192  -1.86209
H  4.64225  -2.09773  -0.00110
C  2.06609  2.21125  2.19433
O  -3.41278  1.99681  0.00898
H  1.22774  1.68273  2.64815
H  -0.06940  -0.87087  -4.29308
C  -3.00662  -0.20184  -0.75960
C  -0.31474  0.13179  -4.64321
H  3.70769  1.81293  1.21765
H  -5.69265  1.05709  -0.73955
H  -0.65325  -1.61200  2.71409
H  2.35640  -3.55113  1.13242
O  -0.11540  0.29657  -6.02265
H  1.40960  -3.00116  -2.92426
C  1.12518  -2.61543  -1.94528
H  0.68978  -0.51423  2.88503
H  -5.26420  0.54199  -2.26874
H  -1.94719  -0.13584  -0.51187
H  0.03329  0.93763  0.08358
H  4.71154  -2.33779  2.48170
H  0.78825  0.08642  -6.26933
H  -2.04979  4.52326  -1.45355
H  -1.95765  1.59147  -4.48774
C  0.05948  0.52221  5.45390
C  -1.77771  0.53553  -4.28591
H  1.42098  -1.56729  -1.90040
H  -0.65307  4.44964  1.91829
H  -1.13806  -2.55170  -1.75275
C  -0.42514  3.79062  -0.16287
H  -1.11820  3.24522  -2.15496
C  -0.24229  -2.96899  -1.29279
H  -0.59748  1.02834  6.16124
C  -3.53074  1.20848  -1.12770
H  -0.14755  -1.49225  -0.07755
C  4.31903  -3.11159  1.82194
H  -2.01762  0.20530  -3.27522
H  -2.12685  4.49755  1.11993
H  0.48628  -1.85669  4.04660
C  -0.43339  -4.41084  -1.15161
H  4.60038  -3.83349  -0.21171
C  -1.06468  4.65092  0.92926
H  6.00427  -3.13039  0.61983
H  -2.38898  -1.31138  4.38357
H  -1.53321  2.23342  0.31091
C  -0.03092  -1.10439  3.45107
H  1.83691  -3.08293  -1.26485
H  -0.79758  5.69063  0.74015
H  0.44999  -4.92773  -0.77671
H  -2.96534  1.65451  -1.94592
H  2.54762  -1.76580  1.55159
H  -0.61463  -4.84550  -2.13463
H  2.52750  2.78028  3.00144
H  -2.47898  -0.06007  -4.87037
C  4.92946  -3.04195  0.46154
O  -0.60031  2.42501  0.19021
H  -1.42304  0.48908  3.80583
H  0.61600  0.97313  -2.82407
H  1.72098  0.82053  -4.21603
O  0.55129  0.13845  0.17967
O  -1.68149  -1.09281  4.99453
C  0.69197  1.01043  -3.91078
O  2.91229  1.34083  1.47466
C  -0.80889  -0.20019  4.38534
C  2.75759  -2.80234  1.81541
H  0.61062  1.33922  4.98824
H  0.65964  -0.16414  6.05128
H  1.29123  0.39670  0.72924
H  2.50198  -3.03687  2.84873
C  -1.03799  4.12218  -1.51261
O  -0.25282  -2.44054  0.02851
H  -3.22346  -0.85221  -1.60702
H  5.41194  -4.48373  2.58162

Forces on atoms 1 to 6 (eV/Å):
C -1.4 -0.9 -0.5
H -0.3 0.3 0.3
H 0.1 0.2 0.2
H 0.2 -0.1 0.2
H 0.0 0.4 0.4
H 0.1 -0.5 0.2

## Properties
⟨S²⟩	0.75
energy relative to the best compared isomer or geometry (same formula, charge and spin)	0.0	kJ/mol
net charge	+1
spin multiplicity	2
E	-36948.179	eV

Here are the Löwdin charges for atoms 1 to 8, given in e: C -0.0461; H 0.0654; H 0.0830; H 0.1090; H 0.1028; H 0.1330; O -0.0320; H 0.0884